A molecular structure, C31H50BrN5P2Re, computed with wB97M-V/def2-TZVPD.

Total energy in eV: -131111.564
Kohn-Sham gap (alpha / beta) in eV: 5.54 / 3.45
Spin multiplicity: 4
E_HOMO (alpha / beta) in eV: -18.829 / -18.767
Charge: +4

The geometry in XYZ format:
```
90
C31H50BrN5P2Re (wB97M-V/def2-TZVPD)
C -2.93 -2.55 -1.27
C -2.65 -1.20 -1.53
C -3.65 -0.34 -2.04
C -4.96 -0.84 -2.06
N -5.22 -2.10 -1.71
C -4.27 -2.95 -1.35
C -1.36 -0.69 -1.27
C -0.45 -0.04 -2.04
C 0.55 -0.45 -2.99
C 1.84 0.01 -2.62
C 2.88 -0.16 -3.50
C 2.53 -0.93 -4.62
C 1.28 -1.48 -5.00
C 0.27 -1.32 -4.05
Re 0.36 -0.07 -0.11
P -1.28 0.12 1.47
H -3.40 0.68 -2.34
H -2.11 -3.22 -1.00
H -5.77 -0.18 -2.37
H -4.52 -3.98 -1.10
H -0.73 -1.78 -4.11
H 2.00 0.52 -1.63
H 1.13 -1.96 -5.98
H 3.87 0.29 -3.37
C -0.96 0.88 3.14
C -2.08 1.42 4.01
H -0.22 1.68 2.97
H -0.43 0.10 3.70
H -1.61 1.87 4.90
H -2.68 2.22 3.56
H -2.76 0.66 4.41
C -2.86 1.01 1.07
C -4.20 0.54 1.64
H -2.94 1.04 -0.03
H -2.67 2.04 1.41
H -4.96 1.24 1.25
H -4.51 -0.46 1.31
H -4.28 0.61 2.73
C -1.99 -1.52 1.95
C -2.61 -1.73 3.33
H -1.22 -2.30 1.79
H -2.74 -1.70 1.17
H -2.87 -2.79 3.41
H -1.94 -1.51 4.17
H -3.55 -1.19 3.49
Br 4.10 -1.05 -5.81
P 0.32 2.41 -0.52
C -0.69 3.59 0.51
C -0.23 5.02 0.70
H -0.77 3.08 1.49
H -1.72 3.59 0.11
H -0.89 5.57 1.39
H 0.77 5.08 1.14
H -0.22 5.61 -0.22
C 2.06 3.03 -0.24
C 2.62 4.09 -1.19
H 2.71 2.14 -0.29
H 2.15 3.38 0.81
H 3.70 4.26 -1.00
H 2.54 3.78 -2.24
H 2.14 5.07 -1.09
C -0.15 2.79 -2.28
C -0.54 4.20 -2.67
H -1.01 2.12 -2.47
H 0.64 2.41 -2.95
H -0.81 4.25 -3.74
H -1.41 4.55 -2.11
H 0.28 4.92 -2.53
C 1.67 -2.71 0.46
N 1.81 -1.32 0.95
C 3.20 -0.80 0.74
N 4.23 -1.71 1.33
C 4.04 -3.05 0.75
N 2.71 -3.61 1.06
C 2.51 -3.61 2.52
N 2.64 -2.25 3.07
C 1.63 -1.36 2.44
C 3.99 -1.75 2.78
H 1.79 -2.77 -0.64
H 0.70 -3.13 0.76
H 3.32 0.15 1.25
H 3.44 -0.73 -0.34
H 4.82 -3.73 1.14
H 4.13 -2.97 -0.35
H 1.49 -3.97 2.73
H 3.25 -4.27 2.99
H 1.77 -0.36 2.87
H 0.65 -1.77 2.71
H 4.74 -2.41 3.26
H 4.08 -0.73 3.18
```